No. 1
ORCA calculation (ωB97M-V/def2-TZVPD) on C21H34N8Ti as an isolated structure in a non-equilibrium geometry.

Structure (XYZ):
```
64
Properties=species:S:1:pos:R:3:mulliken_spin:R:1
Ti 0.41 -0.88 0.20 1.33
N 4.24 0.24 -0.49 0.05
C 3.90 1.55 -0.27 -0.03
C 2.57 1.55 0.03 0.06
N 2.07 0.26 -0.01 -0.06
C 3.12 -0.52 -0.35 0.14
C 2.91 -1.91 -0.45 0.18
N 1.69 -2.40 -0.11 0.01
C 1.76 -3.76 -0.32 0.07
C 2.99 -4.09 -0.78 -0.02
N 3.71 -2.93 -0.86 0.06
H 5.16 -0.08 -0.76 0.00
H 4.61 2.35 -0.34 0.00
H 1.95 2.42 0.20 0.01
H 0.92 -4.41 -0.14 0.00
H 3.41 -5.05 -1.05 0.00
H 4.65 -2.86 -1.22 0.00
N -0.39 2.58 2.07 0.01
C -0.51 1.08 2.20 0.01
C 0.11 0.59 3.49 0.01
C 0.03 -0.94 3.53 -0.01
N 0.85 -1.47 2.42 0.02
C -1.42 -1.41 3.38 0.01
C -2.12 -0.85 2.14 0.01
N -1.56 -1.44 0.90 0.03
C -1.98 0.68 2.10 -0.01
H 0.58 2.89 2.14 0.00
H -0.92 3.04 2.81 0.00
H -0.77 2.88 1.16 0.00
H 0.04 0.65 1.35 0.03
H -0.42 0.99 4.36 0.00
H 1.16 0.89 3.57 0.00
H 0.40 -1.28 4.50 0.00
H 0.80 -2.49 2.41 0.00
H 1.83 -1.24 2.56 0.01
H -1.98 -1.10 4.26 0.00
H -1.46 -2.50 3.36 0.00
H -3.19 -1.07 2.21 0.00
H -2.19 -1.26 0.12 0.02
H -1.55 -2.45 1.00 0.01
H -2.53 1.09 2.96 0.00
H -2.44 1.08 1.19 -0.01
C -3.16 1.37 -1.24 0.00
N -2.14 2.41 -1.32 0.00
C -2.51 3.39 -2.33 0.00
C -0.78 1.88 -1.46 -0.01
C -0.55 0.67 -2.34 0.07
C -0.64 0.80 -3.73 -0.02
C -0.44 -0.31 -4.55 0.02
C -0.14 -1.54 -3.98 -0.02
C -0.03 -1.65 -2.60 0.14
C -0.22 -0.56 -1.74 -0.08
H -4.10 1.83 -0.92 0.00
H -2.87 0.62 -0.50 0.00
H -3.33 0.86 -2.19 0.00
H -3.41 3.91 -2.01 0.00
H -2.71 2.94 -3.31 0.00
H -1.71 4.13 -2.44 0.00
H -0.45 1.58 -0.44 -0.01
H -0.14 2.71 -1.77 0.00
H -0.83 1.77 -4.17 0.00
H -0.51 -0.20 -5.62 0.00
H 0.02 -2.40 -4.61 0.00
H 0.21 -2.63 -2.20 -0.01
```

Charge: +2
2S+1: 3
Frontier orbital gap (alpha / beta) in eV: 5.452 / 7.805

---

No. 2
ORCA calculation (ωB97M-V/def2-TZVPD) on a 3-piece molecular cluster, C4F7O3S overall in a non-equilibrium geometry.

Structure (XYZ):
```
15
Properties=species:S:1:pos:R:3:mulliken_charge:R:1
C 1.25 -0.85 -1.06 -0.44
C 1.34 0.97 0.43 -0.06
C 0.77 -1.79 0.03 0.95
C 0.54 2.10 -0.25 0.86
O -3.80 -0.04 0.78 -0.44
O -3.42 -1.37 -1.21 -0.42
O 1.87 1.10 1.50 -0.51
F 2.59 -1.10 -1.24 -0.23
F 0.51 -3.04 -0.45 -0.30
F -0.44 -1.36 0.51 -0.21
F 1.53 -2.00 1.13 -0.28
F 0.54 3.31 0.37 -0.29
F 0.98 2.34 -1.49 -0.26
F -0.77 1.76 -0.36 -0.19
S -2.88 -0.40 -0.28 0.82
```

Charge: -1
2S+1: 1
Frontier orbital gap in eV: 6.011

---

No. 3
ORCA calculation (ωB97M-V/def2-TZVPD) on C47H51BF5N2O6P2STb as an isolated structure in a non-equilibrium geometry.

Structure (XYZ):
```
116
Properties=species:S:1:pos:R:3:mulliken_spin:R:1
Tb -14.00 -6.03 -15.01 6.22
C -14.82 -4.66 -12.85 0.04
C -13.47 -4.80 -12.51 -0.03
C -12.69 -4.04 -13.42 0.01
C -13.57 -3.42 -14.37 -0.01
C -14.90 -3.78 -14.00 -0.07
C -16.20 -3.23 -14.58 0.01
C -13.21 -2.40 -15.39 0.00
C -11.20 -3.81 -13.39 0.00
C -12.91 -5.61 -11.35 0.00
C -15.99 -5.35 -12.13 0.00
H -16.50 -2.38 -13.97 0.00
H -16.99 -4.01 -14.61 0.00
H -16.02 -2.88 -15.58 0.00
H -13.09 -1.41 -14.93 0.00
H -13.93 -2.37 -16.20 0.00
H -12.34 -2.72 -15.94 0.00
H -11.02 -2.99 -12.73 0.00
H -10.84 -3.62 -14.39 0.00
H -10.72 -4.73 -13.02 0.00
H -11.92 -5.97 -11.64 0.00
H -13.53 -6.48 -11.12 0.00
H -12.79 -5.08 -10.41 0.00
H -15.78 -5.35 -11.07 0.00
H -16.10 -6.37 -12.39 0.00
H -16.93 -4.77 -12.27 0.00
C -17.53 -14.52 -13.39 0.00
S -16.88 -15.18 -11.82 0.00
C -16.29 -13.65 -11.01 0.00
C -14.99 -13.07 -11.50 0.00
C -15.18 -12.22 -12.75 0.00
N -14.16 -11.16 -13.10 0.00
P -13.86 -10.63 -14.73 0.00
C -12.95 -12.01 -15.50 0.00
C -12.34 -11.75 -16.74 0.00
C -11.67 -12.82 -17.40 0.00
C -11.51 -14.05 -16.80 0.00
C -12.10 -14.35 -15.58 0.00
C -12.82 -13.31 -14.97 0.00
C -15.55 -10.90 -15.54 0.00
C -15.97 -12.06 -16.10 0.00
C -17.25 -12.23 -16.69 0.00
C -18.10 -11.16 -16.71 0.00
C -17.69 -9.92 -16.17 0.00
C -16.44 -9.81 -15.57 0.00
P -13.57 -10.02 -11.96 0.00
C -12.54 -10.95 -10.76 0.00
C -12.12 -10.27 -9.66 0.00
C -11.34 -10.82 -8.66 0.00
C -11.04 -12.15 -8.78 0.00
C -11.37 -12.89 -9.92 0.00
C -12.10 -12.28 -10.94 0.00
C -15.17 -9.81 -11.06 0.00
C -15.45 -10.17 -9.75 0.00
C -16.72 -10.15 -9.25 0.00
C -17.83 -9.89 -10.06 0.00
C -17.57 -9.44 -11.36 0.00
C -16.26 -9.40 -11.82 0.00
H -18.23 -15.18 -13.84 0.00
H -16.71 -14.35 -14.10 0.00
H -18.07 -13.57 -13.23 0.00
H -16.20 -13.98 -9.99 0.00
H -17.14 -12.92 -10.99 0.00
H -14.26 -13.88 -11.59 0.00
H -14.56 -12.46 -10.69 0.00
H -16.16 -11.76 -12.71 0.00
H -15.20 -12.88 -13.61 0.00
H -12.46 -10.79 -17.22 0.00
H -11.15 -12.67 -18.37 0.00
H -10.95 -14.78 -17.36 0.00
H -12.06 -15.33 -15.10 0.00
H -13.18 -13.50 -13.95 0.00
H -15.34 -12.93 -16.12 0.00
H -17.52 -13.16 -17.18 0.00
H -19.07 -11.24 -17.14 0.00
H -18.38 -9.09 -16.22 0.00
H -16.17 -8.82 -15.17 0.00
H -12.37 -9.21 -9.51 0.00
H -11.02 -10.23 -7.86 0.00
H -10.49 -12.65 -7.97 0.00
H -11.11 -13.93 -10.01 0.00
H -12.35 -12.83 -11.79 0.00
H -14.68 -10.53 -9.09 0.00
H -16.87 -10.48 -8.20 0.00
H -18.85 -9.96 -9.78 0.00
H -18.40 -9.26 -12.05 0.00
H -16.14 -9.20 -12.85 0.00
F -15.08 -7.57 -14.11 -0.01
O -14.14 -4.83 -17.09 -0.02
C -15.41 -4.94 -17.17 -0.06
O -16.16 -5.62 -16.39 0.00
C -16.04 -4.15 -18.23 0.00
C -17.27 -3.72 -17.89 0.00
C -18.06 -3.03 -18.81 0.00
C -17.48 -2.88 -20.06 0.00
C -16.14 -3.13 -20.32 0.00
C -15.38 -3.76 -19.37 0.00
N -18.30 -2.19 -21.06 0.00
O -19.45 -1.88 -20.80 0.00
O -17.84 -2.03 -22.15 0.00
H -17.70 -3.90 -16.92 0.00
H -19.04 -2.66 -18.67 0.00
H -15.75 -2.91 -21.31 0.00
H -14.34 -4.07 -19.55 0.00
C -9.94 -7.67 -16.32 0.00
O -9.70 -7.44 -14.94 0.00
C -10.74 -7.05 -14.09 0.00
O -11.84 -6.88 -14.70 -0.04
H -9.50 -6.89 -16.89 0.00
H -11.04 -7.69 -16.57 0.00
H -9.48 -8.61 -16.64 0.00
F -12.67 -6.94 -18.91 0.00
B -13.75 -7.65 -18.40 0.00
F -13.70 -7.53 -16.97 -0.04
F -15.02 -7.16 -18.81 0.00
F -13.66 -8.99 -18.70 0.00
```

Charge: -2
2S+1: 7
Frontier orbital gap (alpha / beta) in eV: 5.484 / 5.508

---

No. 4
ORCA calculation (ωB97M-V/def2-TZVPD) on a 2-piece molecular cluster, CH10NOSSi2 overall in a non-equilibrium geometry.

Structure (XYZ):
```
16
Properties=species:S:1:pos:R:3:mulliken_charge:R:1
C -1.78 -1.69 0.28 0.06
N -3.05 -1.95 0.21 -0.24
O -0.77 0.58 0.63 -0.42
Si 1.14 -0.33 -1.59 0.32
Si -0.98 -0.24 -0.77 0.35
S 3.41 2.78 2.11 -0.35
H -1.33 -2.17 1.25 0.33
H 4.86 2.73 2.20 0.19
H -3.65 -1.80 -0.57 0.26
H -3.40 -2.78 0.64 0.29
H -0.45 1.47 0.43 0.32
H 1.85 -1.22 -0.77 -0.07
H 1.18 -0.39 -3.07 -0.06
H 1.90 0.84 -0.92 -0.05
H -2.23 0.25 -1.45 -0.09
H 3.29 3.92 1.38 0.17
```

Charge: +1
2S+1: 1
Frontier orbital gap in eV: 6.516

---

No. 5
ORCA calculation (ωB97M-V/def2-TZVPD) on one molecule with the formula C5H6OS in a non-equilibrium geometry.

Structure (XYZ):
```
13
Properties=species:S:1:pos:R:3:mulliken_charge:R:1
C 1.32 -1.26 2.20 0.18
C 0.60 -0.47 1.65 -0.39
C 0.88 -0.33 -1.51 -0.66
C -1.73 0.74 -0.68 -0.37
C -0.06 0.42 0.84 -0.72
O -1.30 0.15 0.45 -0.29
S -0.64 -0.27 -2.10 -0.17
H 1.93 -1.84 2.82 0.47
H 1.46 0.49 -1.60 0.36
H 1.31 -1.09 -0.89 0.33
H -2.84 0.55 -0.84 0.28
H -1.38 1.69 -0.86 0.34
H 0.45 1.22 0.53 0.64
```

2S+1: 1
Frontier orbital gap (alpha / beta) in eV: 6.961 / 6.979

---

No. 6
ORCA calculation (ωB97M-V/def2-TZVPD) on C34H26Cl3N7NaP as an isolated structure in a non-equilibrium geometry.

Structure (XYZ):
```
72
Properties=species:S:1:pos:R:3:mulliken_charge:R:1
Na 0.78 1.86 0.85 0.88
N 2.73 -1.95 0.55 0.04
C 2.06 -0.84 0.45 0.37
N 2.59 0.35 0.59 -0.37
C 3.93 0.54 0.77 0.22
N 4.43 1.76 0.83 -1.00
N 3.46 2.64 0.70 0.41
C 3.61 3.83 0.17 -0.75
C 2.52 4.56 -0.49 0.87
C 2.75 5.71 -1.28 -0.64
C 1.69 6.36 -2.00 -0.34
C 0.42 5.74 -1.92 -0.69
C 0.24 4.79 -0.91 -0.01
N 1.24 4.19 -0.22 -0.25
C 4.81 -0.66 0.79 0.74
C 6.20 -0.61 1.09 -0.50
C 6.88 -1.82 1.19 -0.54
C 6.20 -3.11 1.07 -0.55
C 4.85 -3.12 0.86 -0.60
C 4.14 -1.92 0.68 0.21
H 2.29 -2.86 0.56 0.24
H 0.88 -0.93 0.16 -0.68
H 4.63 4.29 0.17 0.25
H 3.77 6.05 -1.38 0.33
H 1.93 7.17 -2.65 0.42
H -0.44 6.06 -2.55 0.33
H -0.79 4.59 -0.65 0.42
H 6.77 0.29 1.26 0.45
H 7.97 -1.74 1.24 0.33
H 6.68 -4.08 1.14 0.37
H 4.40 -4.10 0.78 0.32
Cl -4.07 3.96 2.31 -0.09
C -2.82 3.69 3.62 0.72
Cl -2.13 5.15 4.29 -0.08
Cl -3.42 2.63 4.90 -0.09
C -1.81 2.91 2.93 -0.15
N -1.05 2.29 2.31 -0.41
N -0.21 -0.38 0.01 -0.19
P -1.60 -1.23 -0.26 1.28
C -1.26 -2.70 -1.23 0.48
C -1.94 -3.95 -1.04 -0.81
C -1.35 -5.03 -1.68 -0.47
C -0.18 -4.98 -2.39 -0.55
C 0.43 -3.73 -2.61 -0.76
C -0.16 -2.52 -2.08 -0.39
C -2.65 -0.12 -1.27 -0.19
C -3.46 0.83 -0.69 0.23
C -4.12 1.79 -1.44 -0.88
C -4.14 1.59 -2.85 -0.39
C -3.48 0.53 -3.41 -0.66
C -2.61 -0.23 -2.67 -0.25
C -2.73 -1.72 1.06 0.38
C -2.39 -1.74 2.42 -0.27
C -3.24 -2.36 3.37 -0.61
C -4.42 -3.00 2.98 -0.52
C -4.74 -2.97 1.61 -0.77
C -3.91 -2.37 0.66 -0.76
H -2.84 -4.06 -0.56 0.61
H -1.72 -6.07 -1.48 0.27
H 0.14 -5.95 -2.81 0.36
H 1.37 -3.69 -3.18 0.36
H 0.18 -1.57 -2.46 0.47
H -3.63 0.84 0.41 0.34
H -4.57 2.65 -1.03 0.48
H -4.62 2.25 -3.58 0.35
H -3.51 0.35 -4.52 0.28
H -2.05 -1.01 -3.20 0.27
H -1.33 -1.44 2.65 0.25
H -2.85 -2.43 4.35 0.46
H -4.88 -3.56 3.80 0.34
H -5.64 -3.45 1.30 0.41
H -4.19 -2.26 -0.38 0.65
```

2S+1: 1
Frontier orbital gap in eV: 5.548